[1]
5
Properties=species:S:1:pos:R:3:forces:R:3 method="wB97M-V/def2-TZVPD" e_above_lowest_ev=0.243 total_charge=0 gap_ha=0.2417 e_lumo_ev=-1.09
O 13.32013 -19.34439 -7.93792 0.228 -1.164 -0.239
H 12.39409 -19.03514 -8.19609 -0.669 1.381 -0.093
H 13.95310 -19.15214 -8.65314 -0.028 0.377 0.163
H 13.61444 -19.11868 -7.04014 -0.117 0.434 -0.118
I 11.17300 -16.72920 -8.87312 0.586 -1.027 0.286

[2]
75
Properties=species:S:1:pos:R:3:forces:R:3 method="wB97M-V/def2-TZVPD" e_above_lowest_ev=1.096 total_charge=+1 gap_ha=0.3065 e_lumo_ev=-2.74
Hf 0.09983 -0.70377 1.16860 3.391 1.265 0.822
C -2.01577 -0.83287 4.73730 0.154 0.034 -0.245
C -1.71287 -1.59497 3.44830 -0.980 0.004 0.211
C -2.25317 -3.01937 3.49230 0.215 0.173 -0.229
O -0.27437 -1.58267 3.21410 -0.415 -0.415 0.501
C -2.35817 -0.79567 2.28120 -1.557 -0.934 1.235
O -3.51937 -0.92567 2.00520 0.263 0.051 0.022
O -1.54697 0.05873 1.72200 -1.857 1.688 0.365
H -1.64127 -1.37617 5.60580 0.024 0.002 0.002
H -3.09127 -0.71367 4.83410 -0.091 -0.025 0.061
H -1.55037 0.15263 4.70340 -0.008 0.032 0.076
H -1.97127 -3.51537 4.41990 0.043 -0.008 0.062
H -1.87807 -3.59067 2.64440 -0.023 -0.022 0.028
H -3.33767 -2.98997 3.41910 -0.017 0.036 0.075
H 0.13423 -2.08847 3.93820 0.218 0.271 -0.542
O 1.03913 -2.66267 0.95260 0.414 -0.441 0.018
C 0.00503 -2.89627 0.28880 0.284 -1.605 -0.728
O -1.06667 -2.30377 0.63050 -1.410 -0.875 0.214
C -0.01857 -3.48727 -1.06370 -0.120 0.278 -0.376
C 0.06513 -4.81937 -1.41800 0.064 0.077 0.126
C -0.11057 -5.16987 -2.74800 0.000 0.043 0.090
C -0.37927 -4.19767 -3.69850 0.016 0.009 -0.042
C -0.43857 -2.85847 -3.34490 -0.009 0.063 0.222
C -0.25257 -2.48537 -2.01880 0.029 -0.134 0.028
P -0.24217 -0.71507 -1.49970 0.162 -0.165 -1.803
C -1.74067 -0.08307 -2.30800 0.084 0.062 0.465
C -2.93707 -0.29797 -1.62520 0.125 -0.011 -0.006
C -4.12787 0.12383 -2.18520 -0.046 -0.005 -0.005
C -4.12247 0.77663 -3.40870 0.013 0.012 -0.011
C -2.93147 0.99253 -4.08330 -0.033 0.012 -0.079
C -1.73467 0.56013 -3.54010 0.132 -0.077 0.134
C 1.17513 -0.04857 -2.43170 -0.107 0.077 0.257
C 2.16193 -0.85247 -2.99300 -0.227 -0.008 0.045
C 3.28963 -0.27217 -3.54910 0.049 0.104 -0.095
C 3.44583 1.10323 -3.53740 -0.009 -0.091 -0.024
C 2.46603 1.90893 -2.97570 -0.005 0.074 0.019
C 1.33803 1.33723 -2.41870 -0.052 -0.142 -0.012
H 0.23973 -5.56717 -0.66120 0.037 -0.136 0.050
H -0.05297 -6.20757 -3.03350 -0.020 -0.118 -0.060
H -0.54797 -4.48367 -4.72480 0.014 -0.032 -0.112
H -0.64667 -2.10397 -4.09080 0.016 0.032 -0.078
H -2.93057 -0.79727 -0.66320 -0.097 0.019 0.020
H -5.05667 -0.05347 -1.66640 -0.095 0.011 0.071
H -5.04907 1.12343 -3.83770 -0.119 0.018 -0.054
H -2.93037 1.49553 -5.03820 -0.025 0.053 -0.082
H -0.80307 0.72263 -4.06300 0.043 0.044 -0.061
H 2.06033 -1.92847 -2.98960 0.022 -0.032 0.003
H 4.05523 -0.90047 -3.97800 0.068 -0.049 -0.030
H 4.33833 1.54713 -3.94940 0.074 0.058 -0.081
H 2.58813 2.98203 -2.96810 0.009 0.098 -0.011
H 0.56613 1.95053 -1.96940 0.000 0.126 -0.030
C 1.88773 4.13593 0.18450 0.150 0.106 0.547
C 0.37573 4.05133 0.19950 0.050 -0.700 -0.135
S -0.33477 2.41053 0.69070 -0.265 0.891 0.141
C -0.91357 2.79523 2.37930 0.050 -0.219 -0.301
C 0.15573 2.68893 3.45080 0.046 -0.396 0.190
S 1.10783 1.11333 3.37770 0.121 0.608 0.239
C 2.82553 1.76693 3.31300 -0.427 -0.261 -0.274
C 3.24153 2.46393 2.03160 0.035 0.408 -0.140
S 2.64143 4.18993 1.84930 0.187 -0.187 -0.364
H 2.18273 5.07133 -0.29110 0.016 -0.026 -0.112
H 2.33333 3.30693 -0.36010 0.055 0.020 -0.115
H -0.01017 4.23583 -0.80280 -0.071 0.066 -0.015
H -0.04047 4.79123 0.88010 -0.110 -0.023 -0.050
H -1.72487 2.08973 2.54930 0.024 0.226 0.059
H -1.32447 3.80403 2.36290 -0.074 -0.026 0.021
H -0.30137 2.72983 4.44090 -0.036 0.065 -0.037
H 0.88443 3.49383 3.35340 -0.181 -0.172 0.082
H 3.44073 0.87673 3.44850 0.055 0.032 0.075
H 2.94813 2.41253 4.18260 0.006 -0.095 0.054
H 2.89403 1.91133 1.16260 0.105 0.085 0.113
H 4.33143 2.52473 2.00570 -0.059 -0.153 -0.011
S 4.55363 -0.34627 -0.28660 0.694 -0.168 -0.119
C 3.08223 -0.29087 0.22470 -0.714 0.400 0.230
N 1.96663 -0.14107 0.62890 1.699 0.023 -0.505

[3]
23
Properties=species:S:1:pos:R:3:forces:R:3 method="wB97M-V/def2-TZVPD" e_above_lowest_ev=6.736 total_charge=0 smiles=CN[C@]12CCNC[C@@H]1C2 gap_ha=0.3118 e_lumo_ev=0.90
C -1.26388 -1.34639 2.01603 4.175 -0.714 0.818
C 0.36753 0.14275 0.60669 3.855 0.364 2.051
C -0.07757 1.59339 0.57243 -0.165 -0.697 -1.858
C -0.23094 1.66966 -1.12864 -1.064 4.430 1.729
C 0.17391 -0.64529 -1.63148 -0.608 0.645 1.168
C 1.33373 -0.25242 -0.62523 -2.889 -1.272 2.121
C 1.72422 -0.66300 0.85822 -5.715 -1.094 -2.075
H -1.40972 -0.52319 2.84134 0.242 -2.024 -1.516
H -0.45927 -2.35326 2.33570 -2.074 3.088 -0.040
H -2.11564 -1.89800 1.71285 -1.216 -0.058 0.214
H -0.42809 -1.43823 0.06845 -1.540 -0.254 1.675
H 0.49206 2.42035 1.12617 -0.746 -1.250 -1.086
H -1.18907 1.53721 0.83180 1.611 0.570 0.161
H 0.71618 1.99010 -1.78199 -1.983 -0.931 1.752
H -0.87456 2.67811 -0.98914 0.713 -2.318 -1.839
H -1.70509 0.07355 -1.08249 2.284 1.806 -1.229
H 0.51978 -0.66564 -2.58604 1.382 -0.456 -2.808
H -0.46066 -1.55084 -1.50093 1.182 0.264 -0.119
H 2.08156 0.49737 -0.93647 -1.063 -0.276 -0.053
H 2.59143 -0.21259 1.06006 3.188 1.429 1.283
H 1.42565 -1.63859 1.28259 0.935 0.505 -0.277
N -0.74966 -0.74292 0.77508 0.023 -1.245 -1.778
N -0.87128 0.47027 -1.68794 -0.525 -0.511 1.705

E_HOMO values, unit eV, following the record order: -7.665 -11.085 -7.582.
Max |F| values, unit eV/Å, following the record order: 1.54 3.71 6.18.
Electronic energy values, unit eV, following the record order: -10195.189 -97309.442 -10459.630.